Entry 1:
{"formula": "C35H46NO7PSSiTe4Y", "method": "ωB97M-V with the def2-TZVPD basis set", "multiplicity": 1, "charge": -1, "orbital_gap_ev": 5.73, "e_homo_ev": -3.7, "elements": ["Y", "O", "N", "C", "C", "C", "C", "C", "S", "H", "H", "H", "H", "Te", "Te", "Te", "Te", "C", "C", "C", "C", "C", "C", "P", "C", "C", "C", "C", "C", "C", "C", "C", "C", "C", "C", "C", "H", "H", "H", "H", "H", "H", "H", "H", "H", "H", "H", "H", "H", "H", "H", "O", "O", "C", "C", "C", "C", "O", "Si", "O", "O", "C", "C", "C", "C", "O", "C", "C", "C", "C", "H", "H", "H", "H", "H", "H", "H", "H", "H", "H", "H", "H", "H", "H", "H", "H", "H", "H", "H", "H", "H", "H", "H", "H", "H", "H", "H"], "coordinates": [[0.83133, 0.78088, 0.12397], [3.04304, 0.47000, -0.53729], [3.65265, -0.53785, -1.13451], [4.98840, -0.42629, -1.30059], [5.70471, -1.39294, -1.94711], [5.02012, -2.51340, -2.43561], [3.66714, -2.61402, -2.24980], [2.93429, -1.61218, -1.58218], [1.25396, -1.68486, -1.30999], [5.40146, 0.47869, -0.88008], [6.77138, -1.27481, -2.06436], [5.55605, -3.29593, -2.95640], [3.10681, -3.46227, -2.61475], [2.27920, 4.02558, -0.41325], [3.01546, 6.46398, 0.02417], [2.60344, 4.34132, 3.78323], [3.14489, 2.59641, 1.88375], [-0.42783, 5.71930, -3.97895], [0.37013, 4.88986, -4.75269], [0.52960, 3.55499, -4.40688], [-0.10895, 3.04344, -3.27968], [-0.91052, 3.88257, -2.50561], [-1.07052, 5.21263, -2.85785], [0.09490, 1.32789, -2.70136], [-1.55059, 0.60875, -3.03757], [-2.06527, -0.33493, -2.14981], [-3.32500, -0.88090, -2.35344], [-4.08283, -0.48773, -3.44594], [-3.58435, 0.46096, -4.32989], [-2.32888, 1.01004, -4.12317], [1.21619, 0.58954, -3.93432], [2.57302, 0.88569, -3.80149], [3.49959, 0.33402, -4.67172], [3.08073, -0.52916, -5.67610], [1.73332, -0.82954, -5.81105], [0.80251, -0.26859, -4.94615], [-0.53630, 6.76462, -4.23845], [0.88070, 5.28308, -5.62271], [1.15867, 2.91590, -5.01344], [-1.36959, 3.50121, -1.60205], [-1.67090, 5.86087, -2.23341], [-1.50110, -0.63933, -1.27503], [-3.71492, -1.60260, -1.64694], [-5.06841, -0.90809, -3.60220], [-4.18056, 0.78140, -5.17506], [-1.94997, 1.76669, -4.80035], [2.90127, 1.54150, -3.00103], [4.55089, 0.56764, -4.55641], [3.80568, -0.97072, -6.34843], [1.40407, -1.50604, -6.58980], [-0.24619, -0.51732, -5.04762], [0.00340, 2.71288, 0.19694], [0.37928, 4.08352, 0.12970], [-0.07856, 1.32087, 5.32279], [0.53842, -0.03860, 5.01408], [2.03198, -0.01548, 5.30986], [-0.14860, -1.15019, 5.79981], [0.42699, -0.28712, 3.60422], [-0.85187, -0.78417, 2.71050], [-0.50566, -0.39852, 1.19497], [-2.20255, -0.06563, 3.29499], [-3.56088, -0.24703, 2.89276], [-4.26783, 1.06458, 3.20858], [-3.65915, -0.54715, 1.39858], [-4.15679, -1.39046, 3.70881], [-1.13865, -2.39832, 2.89781], [-0.46027, -3.50931, 2.31021], [-1.02508, -3.73618, 0.91166], [1.04520, -3.26714, 2.25657], [-0.76850, -4.70046, 3.20842], [0.05008, 1.55690, 6.38188], [-1.14243, 1.31880, 5.08517], [0.41498, 2.09726, 4.73503], [2.20903, 0.15630, 6.37333], [2.50827, 0.78845, 4.74704], [2.48621, -0.96702, 5.02503], [-0.02667, -0.97796, 6.87117], [0.28546, -2.12055, 5.54956], [-1.21582, -1.18205, 5.57402], [-3.81495, 1.87795, 2.64071], [-4.17064, 1.29276, 4.27097], [-5.32889, 1.00280, 2.95726], [-3.20021, 0.25306, 0.81696], [-4.70833, -0.63939, 1.10854], [-3.14881, -1.48222, 1.15640], [-4.06841, -1.16811, 4.77379], [-3.61860, -2.31569, 3.50310], [-5.21360, -1.52728, 3.46726], [-0.86262, -2.85053, 0.29830], [-2.09730, -3.93727, 0.97356], [-0.53636, -4.58464, 0.42770], [1.27677, -2.43288, 1.59367], [1.55593, -4.15182, 1.87036], [1.42864, -3.04400, 3.25345], [-1.84818, -4.84358, 3.27773], [-0.38008, -4.52308, 4.21261], [-0.31728, -5.61223, 2.81156]]}



Entry 2:
{"formula": "C9H9NO", "method": "ωB97M-V with the def2-TZVPD basis set", "multiplicity": 1, "orbital_gap_ev": 7.37, "smiles": "C=C1C=CC=C/C1=N\\C(C)=O", "e_homo_ev": -8.4, "elements": ["C", "C", "C", "C", "C", "C", "C", "C", "C", "N", "O", "H", "H", "H", "H", "H", "H", "H", "H", "H"], "coordinates": [[-0.53068, -2.80722, -0.04197], [-1.52034, -1.92384, 0.44621], [0.51603, -2.40519, -0.81198], [-1.26451, -0.60946, 0.52051], [0.79648, -1.00659, -0.85600], [-0.10541, -0.08735, -0.13760], [-0.52399, 2.26806, -0.06495], [1.99317, -0.51279, -1.26432], [0.10585, 3.09135, 1.08446], [0.16889, 1.14518, -0.21968], [-1.61715, 2.54324, -0.49592], [-0.76949, -3.92687, 0.10674], [-2.39700, -2.19560, 0.86134], [1.19004, -3.01587, -1.19261], [-2.05796, 0.00230, 0.90020], [2.37038, 0.56409, -1.22191], [2.79048, -1.01239, -1.79522], [0.60192, 4.02176, 0.66119], [0.86214, 2.49994, 1.67824], [-0.60886, 3.36724, 1.84327]]}



Entry 3:
{"formula": "C15H31BF4P2Ti", "method": "ωB97M-V with the def2-TZVPD basis set", "multiplicity": 3, "orbital_gap_ev": [7.01, 8.04], "e_homo_ev": [-6.4, -7.9], "elements": ["P", "P", "C", "C", "H", "H", "H", "H", "C", "H", "H", "H", "C", "H", "H", "H", "C", "H", "H", "H", "C", "H", "H", "H", "Ti", "C", "C", "C", "C", "C", "C", "C", "C", "C", "H", "H", "H", "H", "H", "H", "H", "H", "H", "H", "H", "H", "H", "H", "H", "F", "B", "F", "F", "F"], "coordinates": [[-2.23017, 1.17713, -1.59081], [-2.87739, -1.00696, 0.30994], [-3.96261, 0.48259, -1.79438], [-4.38428, -0.24296, -0.52216], [-3.95307, -0.19143, -2.66320], [-4.63977, 1.31831, -2.02269], [-4.85721, 0.44134, 0.19786], [-5.10275, -1.04624, -0.74082], [-2.98773, -2.59106, -0.62637], [-2.38391, -3.34800, -0.11462], [-2.60936, -2.45839, -1.64572], [-4.03469, -2.92314, -0.66385], [-3.78349, -1.54456, 1.81886], [-4.68217, -2.11676, 1.54563], [-4.07350, -0.66189, 2.40174], [-3.11685, -2.16748, 2.42438], [-2.04641, 1.76121, -3.31918], [-1.13543, 2.36478, -3.39074], [-2.91898, 2.36420, -3.60831], [-1.95749, 0.89501, -3.98589], [-2.79452, 2.75542, -0.82852], [-3.09025, 2.59690, 0.21464], [-3.65195, 3.14270, -1.39622], [-1.97761, 3.48368, -0.86291], [3.24810, -0.02005, 0.43490], [1.71506, -0.56497, 1.90419], [1.79174, -1.56635, 0.92733], [0.87403, -1.68091, -0.26427], [1.27428, -0.85052, -1.53661], [2.05083, 0.42145, -1.29197], [1.72973, 1.38707, -0.32978], [0.52116, 1.32009, 0.57399], [0.67799, 0.53096, 1.91203], [4.29628, 1.40839, 1.41274], [2.21966, -0.74591, 2.86259], [2.39703, -2.45511, 1.15487], [-0.17348, -1.44631, -0.00027], [0.87611, -2.74173, -0.57381], [1.86150, -1.51291, -2.19791], [0.35787, -0.62818, -2.11898], [2.78205, 0.69175, -2.06492], [2.23616, 2.35502, -0.39418], [-0.34654, 0.92064, 0.00330], [0.23581, 2.35997, 0.83480], [0.91435, 1.25388, 2.71784], [-0.31900, 0.12314, 2.18894], [3.98147, 1.39499, 2.47092], [4.21671, 2.43327, 1.02118], [5.34795, 1.06851, 1.35220], [4.47824, -1.11302, -0.35111], [7.50392, -1.21091, 2.54909], [6.35797, -0.76772, 3.11809], [8.05238, -2.36660, 2.96760], [8.09223, -0.48233, 1.58051]]}



Entry 4:
{"formula": "C4H10N2O", "method": "ωB97M-V with the def2-TZVPD basis set", "multiplicity": 1, "orbital_gap_ev": [8.32, 7.86], "e_homo_ev": [-7.6, -7.0], "elements": ["C", "C", "C", "N", "C", "O", "N", "H", "H", "H", "H", "H", "H", "H", "H", "H", "H"], "coordinates": [[-0.02288, 0.90835, -0.36611], [-1.77583, -0.04924, 0.47314], [-1.79817, -1.44690, -0.04999], [0.59027, 0.28849, 0.61144], [3.13609, -0.29525, -0.04475], [-0.15185, 2.25676, -0.35868], [2.44649, 0.74196, -0.11505], [-0.38643, 2.57915, -1.23758], [0.64982, 0.86598, 1.45069], [-0.01107, 0.42684, -1.34404], [-2.43809, 0.67125, 0.00292], [-1.75429, 0.06363, 1.55108], [4.17061, -0.31259, -0.42186], [2.77298, -1.23909, 0.40291], [-1.77221, -1.47106, -1.14114], [-2.70983, -1.97351, 0.25913], [-0.94561, -2.01475, 0.32788]]}



Entry 5:
{"formula": "C32H43N2O7SSeSi2W", "method": "ωB97M-V with the def2-TZVPD basis set", "multiplicity": 1, "charge": 1, "orbital_gap_ev": [6.19, 6.19], "e_homo_ev": [-11.2, -11.2], "elements": ["W", "O", "C", "O", "C", "C", "C", "C", "C", "N", "C", "O", "O", "H", "H", "H", "C", "Si", "C", "C", "C", "Si", "C", "C", "C", "H", "H", "H", "H", "H", "H", "H", "H", "H", "H", "H", "H", "H", "H", "H", "H", "H", "H", "H", "O", "C", "O", "C", "C", "C", "C", "S", "C", "C", "H", "H", "H", "H", "H", "C", "C", "C", "C", "C", "C", "Se", "C", "C", "C", "H", "H", "H", "H", "H", "H", "H", "H", "H", "H", "H", "C", "C", "N", "O", "H", "H", "H", "H", "H"], "coordinates": [[1.43679, -0.58658, -0.19840], [-1.88526, -2.34894, -1.68141], [-1.15094, -1.57002, -1.16424], [0.19089, -1.79581, -1.00194], [-1.44302, -0.25282, -0.56652], [-2.65740, 0.23212, -0.27403], [-2.76114, 1.49628, 0.42196], [-1.65925, 2.16200, 0.77629], [-0.27667, 1.66199, 0.50157], [-0.25951, 0.39875, -0.25615], [0.40416, 1.19897, 1.82643], [0.14123, 1.52393, 2.93268], [1.42047, 0.35537, 1.48048], [-3.53085, -0.34325, -0.54814], [-3.73937, 1.89169, 0.65756], [-1.71860, 3.09844, 1.31371], [-1.15737, 2.22470, -2.70096], [-0.07394, 3.45074, -1.78704], [1.37200, 3.83503, -2.91530], [-1.12747, 4.95974, -1.44858], [0.64370, 2.72932, -0.16084], [1.39018, 4.06751, 1.01439], [2.72410, 3.27655, 2.07405], [0.08954, 4.87173, 2.08737], [2.27838, 5.36010, -0.00789], [-1.36664, 2.64658, -3.68842], [-2.11754, 2.06364, -2.21237], [-0.68059, 1.25644, -2.85637], [1.00081, 4.02410, -3.92579], [2.05488, 2.98180, -2.96552], [1.94980, 4.70578, -2.61176], [-1.51521, 5.34913, -2.39311], [-0.58811, 5.76897, -0.95661], [-1.98970, 4.70401, -0.82826], [1.56265, 2.20506, -0.48321], [2.33859, 2.74838, 2.94491], [3.39271, 4.06284, 2.43271], [3.31994, 2.57186, 1.48900], [-0.33119, 4.16771, 2.80732], [-0.72218, 5.31457, 1.50729], [0.55684, 5.67694, 2.65965], [3.08631, 4.91875, -0.59551], [2.73597, 6.06774, 0.68835], [1.64013, 5.93212, -0.67958], [-1.79843, -0.90944, -7.63905], [-1.09300, -1.85638, -6.98878], [-1.13988, -2.99917, -7.33583], [-0.25684, -1.40409, -5.82404], [0.22563, -0.10802, -5.69155], [1.01210, 0.23720, -4.60231], [1.30634, -0.71792, -3.63798], [2.41584, -0.25824, -2.31874], [0.85020, -2.02601, -3.77922], [0.07147, -2.36205, -4.86958], [-1.76211, -0.06692, -7.17175], [0.02963, 0.64258, -6.44826], [1.39687, 1.24402, -4.50806], [1.08689, -2.77733, -3.03924], [-0.29052, -3.37283, -4.99874], [-0.84914, -7.15225, -2.28845], [-0.10005, -6.08984, -1.53635], [-0.62823, -5.51465, -0.38938], [0.05271, -4.53560, 0.32479], [-0.57800, -3.93442, 1.54974], [1.30222, -4.13426, -0.15085], [2.24949, -2.75549, 0.77156], [1.87766, -4.69976, -1.29382], [3.23117, -4.28728, -1.80948], [1.15485, -5.67169, -1.97033], [-1.87879, -7.22970, -1.94448], [-0.37384, -8.12537, -2.15279], [-0.85975, -6.94025, -3.35786], [-1.60572, -5.82733, -0.04173], [-1.52858, -4.41822, 1.76437], [-0.76803, -2.86522, 1.42051], [0.06487, -4.03720, 2.42510], [3.25161, -3.22293, -2.06788], [3.48310, -4.84847, -2.70753], [4.01216, -4.47719, -1.06895], [1.58299, -6.11830, -2.86116], [5.58707, 1.01408, 0.01180], [4.63237, -0.12413, -0.10881], [5.06444, -1.30996, -0.46251], [3.41244, 0.10335, 0.15201], [6.61282, 0.72277, -0.19836], [5.51691, 1.41994, 1.02075], [5.27786, 1.79612, -0.68238], [6.04341, -1.46563, -0.63678], [4.41437, -2.09025, -0.51519]]}